Run w
23
Properties=species:S:1:pos:R:3:nbo_charge:R:1 method="wB97M-V/def2-TZVPD" total_charge=-1 homo_energy_ev=-3.62
C 2.30377 1.54379 -0.81038 -0.7757
C 2.40559 3.09241 -1.19740 0.7692
O 1.66174 3.54132 -2.07885 -0.7949
O 3.37116 3.67697 -0.66295 -0.8033
H 1.22624 1.39165 -0.71198 0.1889
H 2.76156 1.52380 0.17818 0.2142
H 2.57623 0.92689 -1.69704 0.2041
C -1.09113 -1.24243 -2.12192 -0.6287
C -1.08027 -0.82555 2.29397 0.2826
C -0.42511 -1.90608 1.65390 -0.2952
C -1.68351 0.12964 1.47767 -0.2380
C -0.35725 -2.02144 0.24829 -0.1980
C -1.70740 -0.08157 0.07723 -0.2048
C -1.04904 -1.13247 -0.53687 -0.0174
O -1.16580 -0.45868 3.62168 -0.6999
H -0.90910 -1.03794 4.33811 0.4875
H 0.25135 -2.51765 2.14998 0.2045
H -2.17594 1.01906 2.04463 0.2286
H 0.21874 -2.78706 -0.29175 0.2101
H -2.05789 0.78849 -0.52198 0.2206
H -0.22486 -1.83389 -2.39676 0.2057
H -0.90004 -0.19593 -2.42542 0.2317
H -1.94903 -1.59332 -2.63034 0.2083

---

Run x
23
Properties=species:S:1:pos:R:3:nbo_charge:R:1 method="wB97M-V/def2-TZVPD" total_charge=-1 homo_energy_ev=-4.25
C -1.74935 -0.60905 -3.05318 -0.7509
C -2.98996 -0.61673 -2.09970 0.7714
O -2.68661 -0.79142 -0.88503 -0.8234
O -4.10521 -0.46591 -2.63537 -0.7690
H -1.03414 0.21036 -2.97372 0.1908
H -2.14241 -0.72341 -4.07032 0.1985
H -1.08268 -1.44956 -2.81036 0.1942
C -0.86640 -1.27255 1.64120 -0.6362
C 1.16361 1.44667 0.09206 -0.2793
C 2.35614 1.45990 0.87680 0.2685
C 0.19976 0.53738 0.42172 -0.1807
C 0.31246 -0.32682 1.54035 -0.0224
C 2.50776 0.57781 1.90854 -0.2790
C 1.48727 -0.37412 2.23186 -0.2190
O 3.37437 2.33777 0.57028 -0.7033
H 0.97198 2.09095 -0.75457 0.2125
H -0.64754 0.41541 -0.25053 0.2623
H 3.41385 0.56091 2.50063 0.2073
H 3.54778 2.32180 -0.34838 0.4726
H -0.94323 -1.78827 2.60308 0.1878
H -0.85565 -1.94673 0.78844 0.2455
H 1.54838 -0.90508 3.17286 0.2010
H -1.78017 -0.68931 1.53334 0.2509

---

Tell me which of them is the most stable. Sure, it is run x.

---

Run w
23
Properties=species:S:1:pos:R:3:nbo_charge:R:1 method="wB97M-V/def2-TZVPD" total_charge=-1 homo_energy_ev=-3.43
C -2.16630 -3.47084 -1.95972 -0.7154
C -2.57079 -2.14224 -2.45139 0.7690
O -1.94318 -1.01914 -2.32222 -0.6976
O -3.52827 -2.15669 -3.21941 -0.6721
H -1.01238 -3.53910 -1.83857 0.2141
H -2.33320 -4.21935 -2.75368 0.2260
H -2.61152 -3.68920 -1.04721 0.2264
C 2.20648 3.11972 2.18305 -0.6058
C 0.04282 -0.06285 0.15884 0.4134
C 0.31387 -0.03557 1.69496 -0.2846
C 0.69615 0.87934 -0.62489 -0.4120
C 1.17407 0.90290 2.14418 -0.2158
C 1.49764 1.88719 -0.00627 -0.1778
C 1.63797 2.03483 1.34865 -0.1386
O -0.65244 -1.02777 -0.21947 -0.7811
H -1.41061 -0.98034 -1.39843 0.5020
H -0.20838 -0.85412 2.24708 0.2032
H 0.53678 0.59839 -1.73927 0.2107
H 1.64246 0.90691 3.10922 0.1752
H 1.87555 2.49997 -0.64159 0.1746
H 3.03133 2.96996 2.78749 0.1944
H 1.39691 3.38997 2.97086 0.1903
H 2.38504 4.00805 1.57781 0.2014

---

Run x
23
Properties=species:S:1:pos:R:3:nbo_charge:R:1 method="wB97M-V/def2-TZVPD" total_charge=-1 homo_energy_ev=-2.51
C -0.56084 -2.01399 -3.84689 -0.6227
C -1.56361 -0.45705 0.04963 0.3865
C -1.91850 0.28482 -1.12260 -0.3678
C -0.78032 -1.64956 -0.26771 -0.3260
C -1.65357 -0.03858 -2.42425 -0.2278
C -0.45767 -2.00884 -1.52650 -0.2148
C -1.00558 -1.24120 -2.69215 -0.1590
O -1.90488 -0.08602 1.19115 -0.7754
H 3.74627 2.51139 1.68638 0.4927
H -2.44148 1.25361 -0.81738 0.1884
H -0.31007 -2.19167 0.54377 0.1766
H -1.96179 0.43545 -3.31781 0.1868
H 0.08397 -2.88376 -1.69645 0.1736
H 0.30709 -1.51740 -4.28462 0.1996
H -1.36106 -2.04244 -4.65728 0.1748
H -0.63901 -3.07294 -3.65740 0.2135
C 1.09353 0.77008 2.10853 -0.7218
C 2.12336 1.74053 2.64819 0.7919
O 3.30362 1.55271 1.97163 -0.7423
O 2.12075 2.69597 3.44554 -0.6215
H 0.14227 0.85674 2.77333 0.2784
H 1.62601 -0.17530 1.92522 0.2507
H 0.99102 1.20780 1.07810 0.2656

---

Tell me which of them is the most stable. Sure, it is run w.

---

Run w
9
Properties=species:S:1:pos:R:3:nbo_charge:R:1 method="wB97M-V/def2-TZVPD" homo_energy_ev=-11.08
C -1.58359 -1.90364 0.24232 0.2692
N -2.45722 -2.62339 0.45652 -0.3186
N -0.66472 0.17555 -0.52483 -0.4138
N -0.25876 -0.83161 0.00680 0.3833
O -0.19729 2.52543 0.16258 -0.8757
O 1.78314 1.06240 -0.37514 -0.9268
O 0.80115 -1.26112 0.38730 -0.3353
S 0.34799 1.63255 -0.87603 1.6748
H 2.22930 1.22382 0.52049 0.5429

---

Run x
9
Properties=species:S:1:pos:R:3:nbo_charge:R:1 method="wB97M-V/def2-TZVPD" homo_energy_ev="-11.41 / -10.53"
C -0.07007 -2.63545 -0.18624 0.5223
N -0.55396 -3.66920 -0.17221 -0.3364
N 1.17410 -0.85318 -0.72512 -0.1995
N -0.65303 2.30727 0.48399 0.4531
O 0.42592 2.02847 0.82946 -0.3481
O -1.32547 3.17413 0.91204 -0.3231
O 0.48071 -1.54110 0.13848 -0.3079
S -1.27440 1.32660 -0.99381 0.2039
H 1.79619 -0.13754 -0.28660 0.3357

---

Run y
9
Properties=species:S:1:pos:R:3:nbo_charge:R:1 method="wB97M-V/def2-TZVPD" homo_energy_ev=-11.06
C 1.78274 2.45864 -0.00278 0.9023
N 0.82872 2.02903 -0.54016 -0.8234
N 4.70692 0.24181 0.25890 0.0123
N 3.66570 0.63593 0.25622 -0.0195
O -0.34554 -0.26774 0.03910 -0.9080
O 1.50106 -0.10877 -1.66000 -0.9110
O 2.69019 2.91917 0.58258 -0.4958
S 0.29876 0.54874 -1.28837 1.7335
H 0.01263 -1.15916 0.17908 0.5096

---

Tell me which of them is the most stable. Sure, it is run y.